(1)
The following is a DFT calculation (ωB97M-V with the def2-TZVPD basis set) of C5H12N2 in the gas phase.

Its energy is -8358.854 eV. The highest occupied orbital energy is -8.97 eV. Its HOMO-LUMO gap is 0.3727 Eh.

Each line ends with the Mulliken charge.
Atoms and positions in Å:
N: 0.82481 0.29916 1.04399  -0.642
C: -0.12641 0.54164 -0.04337  0.126
C: -0.60392 -0.78643 -0.68696  -0.758
C: -1.33053 -1.62743 0.32099  -0.084
C: -0.74797 -2.53322 1.10027  -0.823
C: 0.64236 1.43020 -1.03085  -0.813
N: 0.89597 2.70460 -0.37130  -0.624
H: 0.29903 0.20169 1.91339  0.268
H: 1.27883 -0.60734 0.97299  0.258
H: -0.98727 1.12960 0.24747  0.346
H: -1.41597 -0.50569 -1.36956  0.320
H: 0.22049 -1.28759 -1.18741  0.425
H: -2.40342 -1.55953 0.45360  0.310
H: 0.26281 -2.85217 0.85973  0.255
H: -1.29474 -3.11289 1.82310  0.269
H: 1.57880 0.92228 -1.27997  0.276
H: 0.10350 1.61799 -1.96596  0.449
H: 1.12851 3.39869 -1.07052  0.215
H: 1.67511 2.62643 0.27037  0.228



(2)
The following is a DFT calculation (ωB97M-V with the def2-TZVPD basis set) of C5H12N2 in the gas phase.

Its energy is -8355.524 eV. The highest occupied orbital energy (spin up / spin down) is -7.50 / -7.14 eV. Its HOMO-LUMO gap (spin up / spin down) is 0.2844 / 0.2626 Eh.

Each line ends with the Mulliken charge.
Atoms and positions in Å:
C: 0.95823 0.65777 0.20109  -0.218
C: 0.46924 -1.71352 0.56543  -0.940
C: -2.01857 1.05284 0.61128  -1.141
C: 2.18911 0.35032 -0.57385  -1.213
N: 0.10280 -0.30164 0.66724  -0.061
C: -1.08687 0.18358 -0.23047  0.586
N: -1.50858 -0.78651 -1.03579  -0.852
H: -1.98748 -0.38023 -1.83684  0.213
H: 0.85563 1.64525 0.64101  0.447
H: -0.38973 1.02353 -0.83518  0.215
H: -0.40942 -2.30819 0.79668  0.331
H: 0.82515 -2.02125 -0.42006  0.320
H: 1.23744 -1.91671 1.31452  0.333
H: -2.77637 1.51043 -0.02695  0.347
H: -1.47477 1.83855 1.13967  0.313
H: -2.50819 0.40697 1.34167  0.283
H: 1.93901 -0.23182 -1.46721  0.353
H: 2.87373 -0.26889 0.01793  0.329
H: 2.70964 1.25953 -0.87017  0.356



(3)
The following is a DFT calculation (ωB97M-V with the def2-TZVPD basis set) of C5H12N2 in the gas phase.

Its energy is -8358.438 eV. The highest occupied orbital energy is -7.93 eV. Its HOMO-LUMO gap is 0.3334 Eh.

Each line ends with the Mulliken charge.
Atoms and positions in Å:
C: -1.60625 -0.64144 -1.32525  -0.729
C: -1.24003 0.80256 -1.19271  -0.604
C: -0.05906 1.15968 -0.29603  -0.437
C: 0.96043 0.30933 -0.10785  -0.041
N: 2.06183 0.41358 0.74135  -0.437
C: 1.97590 -0.46491 1.94498  -0.877
N: -1.78785 -1.27654 -0.01469  -0.444
H: -0.92130 -1.22290 -1.96116  0.317
H: -2.51866 -0.79488 -1.91964  0.344
H: -2.05115 1.42652 -0.79312  0.360
H: -1.04096 1.27466 -2.15946  0.326
H: 0.00918 2.17103 0.09112  0.293
H: 0.89135 -0.65745 -0.59431  0.325
H: 2.16268 1.36441 1.09012  0.284
H: 1.95100 -1.49866 1.62087  0.296
H: 1.13239 -0.06168 2.50441  0.329
H: 2.83327 -0.37467 2.61707  0.308
H: -2.20791 -0.60759 0.60830  0.178
H: -2.28561 -2.14791 -0.03422  0.211



(4)
The following is a DFT calculation (ωB97M-V with the def2-TZVPD basis set) of 2 unconnected molecules or ions with the total composition C5H12N2.

Its energy is -8354.663 eV. The highest occupied orbital energy (spin up / spin down) is -6.88 / -6.93 eV. Its HOMO-LUMO gap (spin up / spin down) is 0.2661 / 0.2729 Eh.

Each line ends with the Mulliken charge.
Atoms and positions in Å:
C: 0.95076 -0.07167 0.13770  0.734
C: 0.90769 1.26025 0.85645  -1.256
C: 2.27853 -0.77291 0.18490  -1.290
C: -1.37228 -0.39780 1.27178  -0.843
C: -1.83768 -0.05402 -2.01864  -0.817
N: 0.20858 -0.26360 -0.95146  -0.382
N: -1.05103 -0.31292 -0.81421  0.095
H: 1.75980 1.86865 0.52513  0.373
H: 1.00445 1.13378 1.93781  0.321
H: -0.00842 1.81324 0.66329  0.326
H: 3.10536 -0.10274 -0.08258  0.282
H: 2.47044 -1.12445 1.20280  0.297
H: 2.29415 -1.63234 -0.48375  0.347
H: -0.79560 -0.10616 2.14365  0.375
H: -2.28195 0.18063 1.17508  0.275
H: -1.52179 -1.46893 1.21963  0.306
H: -2.80375 -0.55001 -1.92379  0.269
H: -2.00082 1.02101 -2.14369  0.292
H: -1.30645 -0.42003 -2.90012  0.299



(5)
The following is a DFT calculation (ωB97M-V with the def2-TZVPD basis set) of a molecular structure, C5H12N2.

Its energy is -8353.526 eV. The highest occupied orbital energy (spin up / spin down) is -7.36 / -5.96 eV. Its HOMO-LUMO gap (spin up / spin down) is 0.3094 / 0.2099 Eh.

Each line ends with the Mulliken charge.
Atoms and positions in Å:
C: -1.22050 -1.68818 -0.35104  -0.785
C: -1.26713 1.76521 0.32948  -0.917
C: 1.30158 -1.42743 -0.48517  -1.153
N: -0.68748 0.51927 -0.17353  -0.176
N: -1.46786 -0.54717 0.27218  -0.220
C: 0.73901 0.28884 0.27212  0.186
C: 1.58539 1.31549 -0.10184  -1.009
H: -1.62015 -0.59225 1.28351  0.311
H: -1.06495 -1.65533 -1.41615  0.442
H: -1.42136 -2.61849 0.15822  0.345
H: 0.77976 0.01345 1.33510  0.244
H: -2.29555 1.83727 -0.02719  0.335
H: -0.68119 2.59783 -0.04735  0.350
H: -1.25907 1.81485 1.43117  0.334
H: 2.27766 -1.30761 -0.02750  0.385
H: 1.35846 -1.20743 -1.54917  0.325
H: 1.01149 -2.46846 -0.33341  0.373
H: 2.41720 1.60959 0.52157  0.293
H: 1.51470 1.75053 -1.09098  0.335



(6)
The following is a DFT calculation (ωB97M-V with the def2-TZVPD basis set) of C5H12N2 in the gas phase.

Its energy is -8358.485 eV. The highest occupied orbital energy is -8.74 eV. Its HOMO-LUMO gap is 0.3648 Eh.

Each line ends with the Mulliken charge.
Atoms and positions in Å:
C: -0.11317 -2.38113 0.76393  -1.385
C: 0.20820 -0.93243 0.37670  0.522
C: -0.90316 -0.24075 -0.39585  -0.853
C: -0.70108 1.18445 -0.86133  -0.678
C: 0.32710 2.99632 0.32539  -0.353
N: -0.38365 1.96210 0.32373  -0.344
N: 1.45102 -0.78844 -0.40501  -0.552
H: 0.37443 -2.74615 1.68279  0.322
H: 0.23242 -3.17615 0.10103  0.398
H: -1.20376 -2.42904 0.81069  0.340
H: 0.23553 -0.31731 1.29330  0.231
H: -1.22664 -0.81597 -1.29443  0.355
H: -1.78529 -0.25908 0.26118  0.356
H: -0.07653 1.24293 -1.77701  0.420
H: -1.68705 1.52150 -1.19730  0.337
H: 1.02006 3.33404 -0.48943  0.256
H: 0.26385 3.58066 1.24522  0.266
H: 1.86931 -1.68328 -0.59232  0.172
H: 2.09840 -0.05226 -0.17128  0.188